[1]
ORCA calculation (the ωB97M-V functional and the def2-TZVPD basis) on one molecule with the formula C4H7ClS in a non-equilibrium geometry.

Cartesian coordinates (Å):
C  -1.486  0.258  -0.031
C  -0.195  0.711  -0.773
C  1.117  0.234  -0.151
C  1.131  -0.824  0.881
H  -1.464  0.194  1.106
H  -2.297  0.810  -0.427
H  -0.117  1.799  -0.609
H  -0.288  0.580  -1.855
H  1.856  1.041  -0.041
H  1.751  -0.731  1.762
H  0.155  -1.208  1.164
S  1.800  -1.372  -0.694
Cl  -1.963  -1.492  -0.332

For the HOMO energy, the calculation gives -8.76 eV. As for the spin multiplicity: 1. The gap between HOMO and LUMO comes out at 9.7 eV. As for the total energy: -1014.955201 hartree. The SMILES is ClCC[C@H]1CS1. As for the energy above the lowest of the compared OMol25 structures with the same formula, charge and spin: 8.58 kcal per mole.

Mulliken atomic charge list, values in e, 2 entries: atom 1 (C): -0.700, atom 2 (C): -0.513



[2]
ORCA calculation (the ωB97M-V functional and the def2-TZVPD basis) on a 40-piece molecular cluster, H80O40 overall in a non-equilibrium geometry.

Cartesian coordinates (Å):
H  -4.467  -1.398  2.654
H  -5.488  -1.641  3.654
O  -5.339  -1.031  2.924
H  -2.890  4.537  2.792
H  -3.667  3.664  1.820
O  -3.786  4.425  2.392
H  1.811  -3.898  -2.026
H  2.547  -2.894  -2.695
O  1.620  -2.990  -2.336
H  -2.894  1.231  3.358
H  -3.424  1.945  4.676
O  -3.245  1.111  4.240
H  -1.857  4.089  -2.354
H  -3.153  4.026  -1.363
O  -2.199  4.079  -1.456
H  3.279  1.445  1.327
O  4.081  1.959  1.490
H  0.382  -2.304  1.344
O  0.347  -2.892  2.113
H  0.085  -4.788  -3.446
H  -1.027  -5.063  -2.802
O  -0.598  -5.472  -3.575
H  2.076  3.141  2.668
H  0.840  2.435  3.112
O  1.737  2.236  2.811
H  -0.216  -2.474  -3.068
H  -1.516  -2.136  -3.853
O  -1.084  -2.816  -3.340
H  -3.751  -1.978  -0.957
H  -4.380  -0.601  -0.421
O  -3.716  -1.018  -0.966
H  -1.726  0.366  -4.892
O  -2.509  0.696  -4.428
H  -0.701  4.068  2.365
H  -1.028  5.158  3.441
O  -1.201  4.241  3.204
H  -1.588  -0.642  2.544
H  -2.165  -0.798  3.993
O  -1.392  -0.934  3.439
H  3.893  -0.399  -0.139
H  2.764  0.152  -0.751
O  2.988  -0.195  0.142
H  5.029  1.567  -3.364
H  5.716  0.856  -2.300
O  5.871  1.131  -3.214
H  -3.085  1.356  0.894
H  -1.675  0.682  0.440
O  -2.301  0.867  1.146
H  2.840  5.686  2.881
H  2.274  4.594  3.843
O  2.988  4.818  3.240
H  -3.145  -3.321  1.715
O  -3.587  -2.485  1.528
H  1.664  6.772  -0.958
H  1.506  5.471  -1.775
O  1.018  6.168  -1.326
H  2.996  -0.581  4.850
O  2.386  -1.274  4.615
H  2.982  -1.930  -4.985
H  3.556  -2.026  -3.738
O  2.846  -1.483  -4.130
H  1.234  -6.306  -1.325
H  2.105  -5.572  -0.255
O  1.981  -5.706  -1.203
H  4.054  -3.620  -1.790
H  5.377  -3.185  -2.172
O  4.548  -3.421  -2.606
H  0.663  4.211  0.697
H  2.087  4.491  0.368
O  1.426  4.700  1.026
H  1.433  0.281  -4.250
H  1.261  1.767  -3.609
O  1.511  1.231  -4.367
H  -3.231  2.240  -1.455
H  -4.216  1.383  -2.251
O  -3.433  1.346  -1.700
H  1.100  -4.256  1.819
H  1.959  -5.455  2.386
O  1.424  -5.174  1.640
H  -1.080  3.322  0.102
H  -1.519  2.423  1.466
O  -0.993  3.118  1.036
H  -4.926  4.362  -1.033
H  -5.293  2.958  -0.526
O  -4.881  3.425  -1.267
H  3.537  1.563  -2.662
H  3.005  2.264  -1.484
O  2.932  1.408  -1.939
H  3.904  -3.922  1.099
O  3.745  -3.190  0.509
H  -2.961  -4.477  -1.212
H  -2.242  -3.133  -1.357
O  -2.469  -3.825  -0.724
H  -2.863  -1.961  1.153
H  3.859  2.430  2.290
H  2.349  -1.537  3.697
H  0.327  -2.430  2.961
H  -2.664  1.479  -4.968
H  2.876  -2.822  0.697
O  -0.515  -5.220  4.118
H  -0.995  -4.399  4.269
H  -0.113  -4.958  3.275
O  -5.255  1.786  2.377
H  -5.084  2.546  2.940
H  -5.101  0.967  2.874
O  -0.947  -1.501  -0.186
H  -1.137  -2.279  -0.730
H  -0.507  -0.920  -0.834
O  -0.256  -6.993  0.728
H  -0.667  -6.126  0.617
H  0.595  -6.645  1.079
O  0.698  3.566  -2.593
H  0.557  3.262  -1.699
H  1.273  3.064  -3.156
O  5.208  3.440  -0.525
H  5.585  2.563  -0.529
H  5.422  3.947  0.255
O  -0.522  -0.307  -2.541
H  -0.023  0.395  -2.956
H  -1.471  -0.109  -2.570

For the HOMO energy, the calculation gives -10.60 eV. As for the spin multiplicity: 1. The gap between HOMO and LUMO comes out at 10.0 eV. As for the total energy: -3057.481401 hartree. As for the energy above the lowest of the compared OMol25 structures with the same formula, charge and spin: 173.16 kcal per mole.

Mulliken atomic charge list, values in e, 2 entries: atom 1 (H): 0.357, atom 2 (H): 0.318



[3]
ORCA calculation (the ωB97M-V functional and the def2-TZVPD basis) on a 8-piece molecular cluster, C48H120N8O16 overall in a non-equilibrium geometry.

Cartesian coordinates (Å):
C  2.716  -7.224  -3.186
O  1.422  -7.583  -2.768
C  1.443  -8.384  -1.610
C  0.046  -8.500  -1.050
N  -0.428  -7.246  -0.481
C  -1.710  -7.401  0.194
C  -2.194  -6.125  0.859
O  -2.564  -5.215  -0.141
C  -2.994  -3.985  0.378
H  2.584  -6.620  -4.088
H  3.354  -8.046  -3.530
H  3.206  -6.624  -2.420
H  2.157  -7.993  -0.877
H  1.760  -9.417  -1.835
H  0.057  -9.246  -0.246
H  -0.598  -8.980  -1.805
H  -0.537  -6.584  -1.242
H  -1.662  -8.209  0.924
H  -2.507  -7.645  -0.527
H  -1.513  -5.692  1.601
H  -3.058  -6.469  1.459
H  -3.746  -4.121  1.164
H  -3.466  -3.380  -0.395
H  -2.168  -3.373  0.764
C  -1.541  4.760  0.790
O  -0.626  3.694  0.748
C  -0.372  3.303  -0.583
C  0.666  2.206  -0.672
N  0.121  0.940  -0.208
C  0.976  -0.196  -0.514
C  0.317  -1.495  -0.101
O  1.320  -2.490  -0.121
C  0.899  -3.765  0.344
H  -1.154  5.659  0.290
H  -1.712  5.038  1.829
H  -2.502  4.503  0.332
H  -0.035  4.160  -1.180
H  -1.297  2.905  -1.025
H  1.549  2.494  -0.074
H  0.994  2.107  -1.709
H  0.041  0.944  0.808
H  1.909  -0.168  0.073
H  1.223  -0.161  -1.577
H  -0.474  -1.780  -0.809
H  -0.138  -1.420  0.893
H  1.811  -4.285  0.630
H  0.379  -4.247  -0.487
H  0.253  -3.695  1.226
C  -2.342  7.648  3.372
O  -3.175  7.199  2.342
C  -3.182  8.076  1.233
C  -4.069  7.481  0.160
N  -4.265  8.468  -0.905
C  -5.052  7.968  -2.013
C  -6.489  7.534  -1.707
O  -6.470  6.160  -1.362
C  -7.747  5.605  -1.246
H  -2.279  6.929  4.186
H  -2.720  8.577  3.825
H  -1.332  7.862  2.997
H  -2.155  8.199  0.868
H  -3.576  9.056  1.538
H  -5.010  7.143  0.613
H  -3.635  6.589  -0.297
H  -4.751  9.262  -0.502
H  -4.579  7.129  -2.525
H  -5.144  8.768  -2.753
H  -7.164  7.711  -2.552
H  -6.864  8.083  -0.828
H  -8.334  5.702  -2.170
H  -8.314  6.110  -0.450
H  -7.728  4.543  -1.008
C  2.514  4.882  -2.473
O  1.371  4.622  -3.244
C  0.693  5.793  -3.613
C  -0.669  5.403  -4.202
N  -1.355  6.471  -4.888
C  -1.885  7.479  -3.960
C  -2.630  8.576  -4.665
O  -1.704  9.426  -5.322
C  -2.167  9.876  -6.581
H  2.236  5.364  -1.526
H  3.256  5.499  -2.988
H  2.988  3.940  -2.194
H  1.248  6.408  -4.339
H  0.594  6.455  -2.737
H  -1.279  4.950  -3.420
H  -0.424  4.612  -4.918
H  -0.811  6.928  -5.607
H  -1.080  7.891  -3.340
H  -2.583  6.953  -3.305
H  -3.267  9.150  -3.985
H  -3.317  8.094  -5.374
H  -2.151  9.052  -7.299
H  -1.517  10.679  -6.923
H  -3.176  10.295  -6.507
C  3.591  -2.689  3.610
O  2.779  -1.562  3.806
C  3.014  -0.537  2.867
C  2.081  0.636  3.143
N  0.700  0.361  2.784
C  -0.203  1.400  3.280
C  -1.655  1.084  2.977
O  -2.040  -0.099  3.626
C  -3.267  -0.617  3.167
H  3.333  -3.479  4.313
H  4.643  -2.434  3.806
H  3.516  -3.070  2.585
H  2.800  -0.876  1.845
H  4.042  -0.180  2.997
H  2.453  1.442  2.502
H  2.171  0.926  4.200
H  0.391  -0.508  3.210
H  0.012  2.371  2.831
H  -0.086  1.524  4.369
H  -1.815  1.104  1.891
H  -2.270  1.919  3.352
H  -3.982  0.189  2.968
H  -3.693  -1.311  3.887
H  -3.112  -1.153  2.221
C  3.635  -3.895  -2.106
O  4.881  -3.573  -1.536
C  4.798  -2.697  -0.429
C  6.040  -1.795  -0.400
N  7.136  -2.356  0.351
C  7.605  -3.652  -0.096
C  8.776  -4.134  0.739
O  9.949  -3.455  0.338
C  11.008  -3.612  1.257
H  3.760  -4.616  -2.905
H  3.073  -2.995  -2.376
H  2.999  -4.400  -1.361
H  4.703  -3.263  0.505
H  3.932  -2.032  -0.517
H  5.724  -0.849  0.042
H  6.296  -1.623  -1.457
H  7.887  -1.721  0.570
H  7.949  -3.606  -1.138
H  6.814  -4.391  0.031
H  8.902  -5.211  0.569
H  8.554  -3.949  1.798
H  11.288  -4.671  1.345
H  10.710  -3.287  2.260
H  11.855  -3.053  0.872
C  2.606  -6.278  6.908
O  1.889  -5.137  7.319
C  2.730  -4.042  7.547
C  1.884  -2.838  8.014
N  0.545  -2.770  7.407
C  0.622  -2.338  6.015
C  -0.708  -2.426  5.306
O  -1.255  -3.733  5.245
C  -0.748  -4.497  4.194
H  3.287  -6.044  6.080
H  1.888  -6.996  6.512
H  3.177  -6.722  7.727
H  3.364  -3.771  6.690
H  3.436  -4.271  8.359
H  2.371  -1.871  7.917
H  1.713  -3.019  9.081
H  0.240  -3.739  7.342
H  1.327  -2.950  5.424
H  1.033  -1.332  5.890
H  -0.556  -2.045  4.289
H  -1.453  -1.773  5.760
H  -1.373  -5.384  4.070
H  0.275  -4.864  4.365
H  -0.734  -3.971  3.229
C  -4.552  -4.039  -5.432
O  -4.304  -3.074  -4.436
C  -3.246  -3.441  -3.591
C  -2.788  -2.230  -2.810
N  -2.143  -1.261  -3.701
C  -1.909  0.003  -2.997
C  -1.665  1.147  -3.956
O  -2.783  1.327  -4.789
C  -2.570  2.356  -5.723
H  -3.665  -4.236  -6.037
H  -5.426  -3.711  -5.991
H  -4.862  -4.996  -4.980
H  -2.379  -3.838  -4.136
H  -3.536  -4.235  -2.885
H  -2.057  -2.514  -2.051
H  -3.653  -1.775  -2.298
H  -2.820  -1.075  -4.437
H  -1.028  -0.116  -2.369
H  -2.773  0.286  -2.377
H  -0.741  1.022  -4.534
H  -1.501  2.032  -3.317
H  -1.567  2.362  -6.162
H  -2.675  3.327  -5.213
H  -3.311  2.340  -6.518

For the HOMO energy, the calculation gives -8.35 eV. As for the spin multiplicity: 1. The gap between HOMO and LUMO comes out at 9.0 eV. As for the total energy: -3542.367821 hartree. The SMILES is COCCNCCOC.COCCNCCOC.COCCNCCOC.COCCNCCOC.COCCNCCOC.COCCNCCOC.COCCNCCOC.COCCNCCOC. As for the energy above the lowest of the compared OMol25 structures with the same formula, charge and spin: 0.00 kcal per mole.

Mulliken atomic charge list, values in e, 2 entries: atom 1 (C): -0.610, atom 2 (O): -0.308



Question: Which of these has the lowest energy above the lowest of the compared OMol25 structures with the same formula, charge and spin?
Answer: C48H120N8O16



Question: Which of these has the highest HOMO?
Answer: C48H120N8O16